The following is a quantum chemistry calculation of 2 unconnected molecules or ions with the total composition CH4N2P2, from the Open Molecules 2025 dataset.

ORCA input file:
```
! wB97M-V def2-TZVPD RIJCOSX def2/J DEFGRID3
* xyz 0 1
C 0.066 -0.135 -0.121
N 0.758 1.082 0.137
N -1.082 -0.639 0.454
P 1.797 -0.379 0.343
P -1.072 -0.886 -1.248
H 0.979 1.699 -0.629
H -1.278 -1.335 1.188
H 1.288 -0.601 1.562
H -1.457 1.194 -1.685
*
```

Output
- Lowest unoccupied orbital energy: -0.24 eV
- Orbital gap: 8.50 eV
- E_HOMO: -8.744 eV
- Energy relative to the best compared isomer or geometry (same formula, charge and spin): 94.9 kcal/mol
- Maximum force: 3.49 eV Å⁻¹
- Energy: -22654.3926 eV
- Molecular weight: 106.0 g/mol

The following is a quantum chemistry calculation of a single CH4N2P2 molecule, from the Open Molecules 2025 dataset.

ORCA input file:
```
! wB97M-V def2-TZVPD RIJCOSX def2/J DEFGRID3
* xyz 0 1
H -1.458 -1.499 0.584
N -0.731 -1.386 1.269
C 0.405 -0.969 0.408
P 1.997 -0.282 0.556
P 0.544 -0.121 -1.157
N -0.620 1.083 -0.903
H 1.917 0.722 1.396
H -1.550 0.657 -0.561
H -0.504 1.797 -1.593
*
```

Output
- Lowest unoccupied orbital energy: -0.31 eV
- Orbital gap: 8.39 eV
- SMILES string: [H]/N=C1/[PH]#P1N
- E_HOMO: -8.702 eV
- Energy relative to the best compared isomer or geometry (same formula, charge and spin): 50.7 kcal/mol
- Maximum force: 8.28 eV Å⁻¹
- Energy: -22656.3104 eV
- Molecular weight: 106.0 g/mol

The following is a quantum chemistry calculation of a single CH4N2P2 molecule, from the Open Molecules 2025 dataset.

ORCA input file:
```
! wB97M-V def2-TZVPD RIJCOSX def2/J DEFGRID3
* xyz 0 1
H -0.139 2.325 -1.411
N -0.767 2.165 -0.646
C -1.202 0.827 -0.430
P -2.523 -0.162 0.380
P -0.923 -0.834 -0.995
N 0.465 -1.338 -0.087
H -1.860 -0.109 1.497
H 0.751 -0.686 0.695
H 0.953 -2.118 -0.494
*
```

Output
- Lowest unoccupied orbital energy: -0.28 eV
- Orbital gap: 8.41 eV
- SMILES string: [H]/N=C1/[PH]#P1N
- E_HOMO: -8.689 eV
- Energy relative to the best compared isomer or geometry (same formula, charge and spin): 40.9 kcal/mol
- Maximum force: 7.35 eV Å⁻¹
- Energy: -22656.7368 eV
- Molecular weight: 106.0 g/mol

The following is a quantum chemistry calculation of 4 unconnected molecules or ions with the total composition CH4N2S2, from the Open Molecules 2025 dataset.

ORCA input file:
```
! wB97M-V def2-TZVPD RIJCOSX def2/J DEFGRID3
* xyz 0 1
C 0.121 -0.652 -0.538
H -2.897 1.389 -1.343
H -1.670 -2.311 -0.808
H 0.589 -1.485 -1.054
H 2.798 0.123 2.521
N -1.175 -0.449 -0.665
N 0.759 0.368 0.104
S -2.313 0.362 0.184
S 2.524 0.061 0.306
*
```

Output
- Lowest unoccupied orbital energy: -2.29 eV
- Orbital gap: 6.22 eV
- E_HOMO: -8.511 eV
- Energy relative to the best compared isomer or geometry (same formula, charge and spin): 249.0 kcal/mol
- Maximum force: 5.93 eV Å⁻¹
- Energy: -25741.6923 eV
- Molecular weight: 108.2 g/mol

The following is a quantum chemistry calculation of a molecular structure, CH4N2S2, from the Open Molecules 2025 dataset.

ORCA input file:
```
! wB97M-V def2-TZVPD RIJCOSX def2/J DEFGRID3
* xyz 0 1
C 1.028 -0.328 0.399
H -1.807 -0.413 -1.377
H 0.644 2.172 0.083
H 2.163 -0.855 0.283
H -1.126 0.634 0.666
N 0.329 0.830 -0.144
N 0.239 -1.299 0.834
S -0.009 0.154 -1.697
S -1.461 -0.895 0.952
*
```

Output
- Lowest unoccupied orbital energy: -0.63 eV
- Orbital gap: 7.77 eV
- E_HOMO: -8.399 eV
- Energy relative to the best compared isomer or geometry (same formula, charge and spin): 161.9 kcal/mol
- Maximum force: 5.60 eV Å⁻¹
- Energy: -25745.4701 eV
- Molecular weight: 108.2 g/mol

The following is a quantum chemistry calculation of 2 unconnected molecules or ions with the total composition CH4N2S2, from the Open Molecules 2025 dataset.

ORCA input file:
```
! wB97M-V def2-TZVPD RIJCOSX def2/J DEFGRID3
* xyz 0 1
C 0.401 -0.638 0.577
N 0.823 0.613 0.060
N 0.790 0.462 1.414
S -1.415 2.195 -0.023
S -1.497 1.710 1.926
H -0.565 -0.891 0.468
H 0.948 -1.612 0.449
H 1.672 0.861 -0.380
H -2.477 1.418 -0.504
*
```

Output
- Lowest unoccupied orbital energy (alpha / beta): -0.18 / -1.03 eV
- Orbital gap (alpha / beta): 8.24 / 7.55 eV
- E_HOMO (alpha / beta): -8.417 / -8.576 eV
- Energy relative to the best compared isomer or geometry (same formula, charge and spin): 98.2 kcal/mol
- Maximum force: 3.78 eV Å⁻¹
- Energy: -25748.2297 eV
- Molecular weight: 108.2 g/mol